[1]
The following is a quantum chemistry calculation of C24H29MnN2O6S as an isolated structure, from OMol25.

Each line ends with the Mulliken charge.
Positions of all 63 atoms, in Å:
Mn1 -0.604 0.102 0.151  0.98
C1 0.076 2.948 -0.883  -0.63
C2 0.782 2.209 -2.002  -0.74
O1 0.597 0.794 -1.857  0.06
C3 1.715 -0.008 -2.228  -0.84
C4 2.206 -0.874 -1.048  -0.55
O2 1.714 -0.273 0.135  0.08
C5 2.150 -0.798 1.380  -0.65
C6 1.828 0.267 2.402  -0.72
O3 0.453 0.636 2.280  -0.28
C7 0.195 1.987 2.691  -0.65
C8 -0.136 2.898 1.498  -0.45
O4 0.465 2.327 0.336  -0.17
H1 -1.008 2.891 -1.004  0.21
H2 0.378 4.000 -0.898  0.46
H3 1.848 2.439 -1.978  0.60
H4 0.367 2.529 -2.960  0.26
H5 2.523 0.635 -2.574  0.46
H6 1.416 -0.652 -3.056  0.32
H7 3.299 -0.885 -1.031  0.53
H8 1.839 -1.897 -1.144  0.25
H9 3.226 -0.985 1.369  0.41
H10 1.621 -1.721 1.623  0.33
H11 2.462 1.135 2.217  0.46
H12 2.014 -0.113 3.410  0.37
H13 1.069 2.366 3.219  0.43
H14 -0.648 1.970 3.379  0.37
H15 0.264 3.900 1.674  0.53
H16 -1.213 2.967 1.356  0.21
C9 -3.971 2.441 -6.129  -1.46
C10 -3.843 1.996 -4.699  0.91
C11 -4.793 2.351 -3.746  -0.85
C12 -4.669 1.940 -2.428  -0.83
C13 -3.581 1.167 -2.061  0.39
C14 -2.622 0.793 -2.993  -0.27
C15 -2.756 1.214 -4.304  -0.83
S1 -3.396 0.681 -0.362  1.24
O5 -4.688 0.591 0.242  -0.68
O6 -2.434 1.631 0.230  -0.55
N1 -2.497 -0.641 -0.342  -0.25
C16 -2.890 -1.908 -0.692  0.20
C17 -4.145 -2.305 -1.108  -0.64
C18 -4.400 -3.649 -1.422  -0.95
C19 -3.418 -4.596 -1.335  -0.90
C20 -2.117 -4.224 -0.936  1.11
C21 -1.056 -5.147 -0.839  -0.63
C22 0.179 -4.705 -0.455  -1.59
C23 0.357 -3.341 -0.180  -0.22
N2 -0.596 -2.435 -0.256  0.22
C24 -1.839 -2.872 -0.618  0.18
H17 -4.980 2.783 -6.348  0.38
H18 -3.728 1.626 -6.811  0.37
H19 -3.280 3.260 -6.335  0.30
H20 -5.645 2.951 -4.040  0.38
H21 -5.406 2.206 -1.681  0.48
H22 -1.798 0.164 -2.689  0.32
H23 -2.017 0.921 -5.041  0.43
H24 -4.937 -1.571 -1.161  0.50
H25 -5.397 -3.933 -1.732  0.41
H26 -3.622 -5.631 -1.575  0.41
H27 -1.231 -6.190 -1.071  0.45
H28 1.020 -5.377 -0.364  0.43
H29 1.343 -3.004 0.109  0.87

Properties
- multiplicity = 6
- molar mass (g mol⁻¹) = 528.51
- total charge = +1
- HOMO (alpha / beta) (eV) = -10.40 / -10.48
- gap between HOMO and LUMO (alpha / beta) (Eh) = 0.289 / 0.289

[2]
The following is a quantum chemistry calculation of C24H29N2O7Sr as an isolated structure, from OMol25.

Each line ends with the Mulliken charge.
Positions of all 63 atoms, in Å:
Sr1 0.472 0.183 -0.293  1.35
C1 -2.348 1.981 0.800  -0.64
C2 -1.090 2.638 1.349  -0.83
O1 -0.119 1.681 1.764  -0.18
C3 -0.427 1.011 2.977  -0.32
C4 0.656 -0.027 3.227  -0.88
O2 0.790 -0.944 2.152  0.05
C5 0.140 -2.199 2.271  -0.79
C6 -1.355 -2.119 1.994  -0.64
O3 -1.535 -1.414 0.779  -0.04
C7 -2.879 -1.030 0.527  -0.67
C8 -2.855 0.052 -0.545  -0.80
O4 -1.941 1.086 -0.221  -0.14
H1 -3.011 2.752 0.393  0.42
H2 -2.889 1.458 1.594  0.38
H3 -1.346 3.309 2.176  0.47
H4 -0.611 3.216 0.557  0.32
H5 -1.408 0.530 2.920  0.13
H6 -0.441 1.724 3.809  0.44
H7 0.455 -0.550 4.166  0.45
H8 1.616 0.486 3.313  0.31
H9 0.309 -2.637 3.259  0.43
H10 0.615 -2.833 1.522  0.18
H11 -1.870 -1.600 2.812  0.39
H12 -1.773 -3.129 1.924  0.46
H13 -3.336 -0.655 1.451  0.40
H14 -3.474 -1.884 0.187  0.42
H15 -3.861 0.449 -0.709  0.42
H16 -2.487 -0.367 -1.484  0.31
N1 1.863 -2.117 -0.970  -0.06
C9 3.201 -2.154 -0.496  0.62
C10 3.921 -3.323 -0.462  -0.64
C11 5.242 -3.360 0.017  -0.76
C12 5.852 -2.217 0.447  -0.90
C13 5.143 -0.996 0.443  0.79
C14 5.713 0.217 0.885  -0.65
C15 4.963 1.359 0.875  -1.13
C16 3.628 1.287 0.444  -0.65
N2 3.057 0.179 0.034  0.76
C17 3.796 -0.959 -0.005  -0.29
H17 1.526 -3.061 -1.123  0.23
H18 1.777 -1.637 -1.867  0.13
H19 3.468 -4.236 -0.831  0.39
H20 5.775 -4.301 0.018  0.41
H21 6.877 -2.225 0.794  0.42
H22 6.740 0.218 1.227  0.44
H23 5.372 2.305 1.198  0.45
H24 3.008 2.178 0.447  0.63
O5 3.306 1.932 -3.275  -0.39
C18 2.525 1.747 -4.378  0.91
C19 2.997 2.022 -5.656  -0.76
C20 2.200 1.789 -6.763  -0.58
C21 0.927 1.262 -6.606  -0.73
C22 0.460 0.976 -5.336  -0.35
C23 1.236 1.232 -4.213  -0.16
C24 0.702 0.955 -2.836  1.45
O6 0.831 1.827 -1.944  -0.89
O7 0.153 -0.166 -2.618  -0.90
H25 4.163 2.277 -3.555  0.28
H26 3.999 2.419 -5.782  0.33
H27 2.579 2.014 -7.751  0.40
H28 0.305 1.074 -7.470  0.40
H29 -0.524 0.549 -5.194  0.41

Properties
- energy above the lowest of the compared OMol25 structures with the same formula, charge and spin (eV) = 0.000
- multiplicity = 1
- molar mass (g mol⁻¹) = 545.12
- total charge = +1
- HOMO (eV) = -10.38
- gap between HOMO and LUMO (Eh) = 0.291

[3]
The following is a quantum chemistry calculation of one molecule with the formula C24H29N3O4S, from OMol25.

Each line ends with the Mulliken charge.
Positions of all 61 atoms, in Å:
C1 6.108 -0.361 -4.319  -1.43
C2 5.195 -1.052 -3.352  0.93
C3 5.670 -2.068 -2.531  -0.65
C4 4.826 -2.722 -1.653  -0.70
C5 3.481 -2.383 -1.578  0.10
C6 2.566 -3.050 -0.590  -0.29
C7 2.611 -2.318 0.760  -0.83
N1 2.207 -0.939 0.613  -0.17
C8 1.044 -0.449 1.069  0.37
O1 0.293 -1.059 1.808  -0.68
C9 0.776 0.999 0.660  -0.69
N2 -0.581 1.227 0.226  0.36
C10 -1.506 1.867 1.078  -0.87
C11 -1.681 1.452 2.392  0.06
C12 -2.599 2.098 3.207  0.50
C13 -2.802 1.664 4.626  -1.76
C14 -3.336 3.155 2.685  -0.54
C15 -3.175 3.573 1.371  0.75
C16 -3.973 4.720 0.829  -1.81
C17 -2.248 2.921 0.567  -0.14
S1 -1.209 0.224 -0.946  1.12
O2 -1.855 1.040 -1.931  -0.74
O3 -0.127 -0.616 -1.383  -0.54
C18 -2.468 -0.769 -0.199  0.54
C19 -3.842 -0.440 0.000  0.14
C20 -4.541 0.823 -0.324  -1.14
N3 -4.471 -1.468 0.500  -0.79
O4 -3.574 -2.480 0.632  -0.21
C21 -2.376 -2.078 0.205  0.70
C22 -1.264 -3.047 0.211  -0.97
C23 3.001 -1.367 -2.398  -0.10
C24 3.850 -0.712 -3.272  -1.01
H1 5.744 0.637 -4.552  0.36
H2 7.115 -0.285 -3.915  0.38
H3 6.161 -0.927 -5.249  0.28
H4 6.712 -2.348 -2.581  0.38
H5 5.214 -3.510 -1.023  0.42
H6 1.544 -3.018 -0.968  -0.14
H7 2.859 -4.089 -0.435  0.51
H8 1.933 -2.784 1.477  0.46
H9 3.630 -2.343 1.161  0.39
H10 2.695 -0.433 -0.112  0.30
H11 0.968 1.645 1.522  0.33
H12 1.444 1.289 -0.157  0.58
H13 -1.107 0.615 2.762  0.35
H14 -2.260 0.745 4.831  0.35
H15 -3.860 1.500 4.827  0.38
H16 -2.449 2.436 5.310  0.35
H17 -4.055 3.657 3.317  0.42
H18 -4.119 4.614 -0.243  0.37
H19 -3.444 5.657 1.006  0.37
H20 -4.943 4.785 1.316  0.41
H21 -2.103 3.210 -0.461  0.49
H22 -4.549 1.479 0.545  0.07
H23 -5.569 0.604 -0.600  0.50
H24 -4.023 1.321 -1.139  0.31
H25 -1.657 -4.059 0.260  0.45
H26 -0.632 -2.858 1.078  0.20
H27 -0.665 -2.903 -0.685  0.20
H28 1.955 -1.096 -2.352  0.61
H29 3.460 0.073 -3.904  0.40

Properties
- energy above the lowest of the compared OMol25 structures with the same formula, charge and spin (eV) = 2.846
- multiplicity = 1
- SMILES = Cc1ccc(CCNC(=O)CN(c2cc(C)cc(C)c2)S(=O)(=O)c2c(C)noc2C)cc1
- molar mass (g mol⁻¹) = 455.58
- HOMO (eV) = -8.97
- gap between HOMO and LUMO (Eh) = 0.354

[4]
The following is a quantum chemistry calculation of one molecule with the formula C24H29N3O6S, from OMol25.

Each line ends with the Mulliken charge.
Positions of all 63 atoms, in Å:
C1 -3.645 0.882 4.306  -0.96
O1 -2.267 1.141 4.213  -0.39
C2 -1.833 2.064 3.307  0.95
C3 -2.658 2.725 2.408  -0.55
C4 -2.133 3.668 1.538  -1.17
C5 -0.784 3.951 1.546  -0.60
C6 0.064 3.286 2.426  0.99
C7 1.554 3.522 2.359  -1.30
N1 2.036 3.252 1.016  -0.07
C8 2.225 1.999 0.580  0.19
O2 2.290 1.012 1.283  -0.66
C9 2.341 1.913 -0.962  -0.26
C10 2.806 0.523 -1.401  -1.29
C11 1.519 -0.157 -1.751  0.93
C12 1.281 -1.488 -2.000  -0.56
C13 -0.024 -1.884 -2.249  -0.35
S1 -0.332 -3.616 -2.571  1.54
O3 0.461 -4.036 -3.688  -0.79
O4 -1.755 -3.822 -2.642  -0.69
N2 0.353 -4.286 -1.184  -0.09
C14 -0.528 -4.188 -0.032  -0.61
C15 -1.181 -5.575 0.158  -0.56
C16 -0.592 -6.434 -0.968  -0.60
C17 0.695 -5.691 -1.328  -0.82
C18 -1.066 -0.982 -2.232  -0.69
C19 -0.833 0.366 -1.990  -0.75
C20 0.473 0.779 -1.776  -0.05
N3 0.978 2.052 -1.505  0.35
C21 0.487 3.293 -1.765  1.03
C22 -0.814 3.406 -2.510  -1.50
O5 1.112 4.283 -1.415  -0.73
C23 -0.451 2.346 3.313  0.27
O6 0.394 1.767 4.226  -0.59
C24 0.585 0.367 4.094  -0.57
H1 -4.037 0.445 3.381  0.37
H2 -3.753 0.162 5.116  0.26
H3 -4.209 1.787 4.550  0.36
H4 -3.717 2.523 2.386  0.41
H5 -2.793 4.184 0.856  0.47
H6 -0.379 4.685 0.866  0.50
H7 2.058 2.846 3.053  0.39
H8 1.801 4.555 2.611  0.46
H9 1.874 3.967 0.313  0.37
H10 2.960 2.732 -1.336  0.64
H11 3.305 0.017 -0.573  0.41
H12 3.484 0.562 -2.255  0.37
H13 2.068 -2.224 -1.997  0.47
H14 -1.261 -3.404 -0.221  0.28
H15 0.072 -3.906 0.838  0.42
H16 -0.923 -5.983 1.135  0.30
H17 -2.264 -5.513 0.083  0.27
H18 -0.409 -7.462 -0.661  0.44
H19 -1.258 -6.430 -1.831  0.24
H20 1.037 -5.865 -2.347  0.46
H21 1.500 -5.921 -0.623  0.37
H22 -2.066 -1.348 -2.406  0.54
H23 -1.667 1.045 -1.947  0.41
H24 -1.643 3.249 -1.823  0.23
H25 -0.871 2.689 -3.324  0.48
H26 -0.885 4.418 -2.903  0.36
H27 1.239 0.084 4.917  0.26
H28 -0.358 -0.178 4.173  0.27
H29 1.072 0.138 3.141  0.13

Properties
- energy above the lowest of the compared OMol25 structures with the same formula, charge and spin (eV) = 0.922
- multiplicity = 1
- SMILES = COc1cccc(CNC(=O)[C@H]2Cc3cc(S(=O)(=O)N4CCCC4)ccc3N2C(C)=O)c1OC
- molar mass (g mol⁻¹) = 487.58
- HOMO (eV) = -8.48
- gap between HOMO and LUMO (Eh) = 0.329

Quick rundown of max |F|, same order as above: 1.06; 1.35; 1.37; 1.19 eV Å⁻¹